{"formula": "C4H8O2", "method": "ωB97M-V/def2-TZVPD", "species": ["C", "H", "H", "H", "C", "O", "H", "H", "C", "H", "O", "H", "C", "H"], "coordinates": [[-0.064915, -1.616989, -0.112759], [-0.034287, 0.978765, -0.884635], [-0.257444, 3.371720, 0.545209], [0.505746, -0.947877, 0.520781], [0.335799, -1.952678, -1.336091], [-1.205453, -2.072733, 0.552973], [-0.270720, -2.607446, -1.946124], [-0.932593, -2.955957, 0.833475], [0.500586, 1.481599, -0.050253], [0.087184, 2.287009, 1.843151], [1.699651, 1.392929, 0.028727], [-1.380547, 2.005177, 0.680816], [-0.350767, 2.323449, 0.847950], [1.367760, -1.686968, -1.523222]], "forces_ev_per_a": [[-0.1, 0.0, 0.2], [0.1, 0.0, 0.2], [0.0, -0.1, -0.2], [0.2, -0.1, -0.1], [-0.2, -0.1, 1.4], [0.5, -0.2, -0.6], [0.3, 0.0, -0.2], [-0.5, 0.0, 0.1], [0.3, 0.5, -0.8], [-0.6, -0.2, 0.3], [-0.1, -0.2, 0.2], [0.0, 0.1, 0.8], [0.4, 0.0, -0.4], [-0.2, 0.2, -0.7]], "mulliken_charge": [-0.19, 0.42, 0.31, 0.41, -0.62, -0.49, 0.29, 0.33, 0.11, 0.28, -0.51, 0.29, -0.90, 0.28], "gap_ev": 10.57, "lumo_energy_ev": 0.897, "smiles": "C=CO.CC=O", "total_energy_ev": -8370.816}